Entry 1:
# C20H33ClFN5O6S

A 3-piece molecular cluster, C20H33ClFN5O6S overall at a distorted geometry (ωB97M-V/def2-TZVPD, the Open Molecules 2025 dataset).

XYZ file:
```
67
Properties=species:S:1:pos:R:3:nbo_charge:R:1
O 1.458 -3.756 0.795 -0.5562
C 1.724 -3.735 -0.540 0.9527
F 2.476 -4.905 -1.072 -0.3271
N 1.208 -2.581 -1.422 -0.6850
C 0.115 -3.265 -2.270 0.6563
O -0.006 -3.107 -3.592 -0.4608
C -0.953 -4.194 -1.380 -0.1423
C -2.063 -3.340 -0.505 -0.0078
Cl -2.168 -1.456 -0.496 0.0218
C -3.109 -4.219 0.417 -0.2079
C -3.028 -5.867 0.466 -0.2055
C -1.888 -6.615 -0.447 0.1088
N -1.515 -8.077 -0.612 -0.5525
S -0.162 -8.261 -1.725 0.8293
N 0.224 -6.596 -2.220 -0.5251
C -0.809 -5.832 -1.404 0.1177
H 0.640 -1.990 -0.744 0.4429
H -3.905 -3.645 1.083 0.2639
H -3.728 -6.555 1.126 0.2708
C -0.933 5.974 -2.940 -0.2437
O -0.747 5.157 -4.089 -0.5548
C 0.560 4.573 -4.171 -0.0704
C 0.507 3.061 -3.892 -0.2439
N 0.207 2.784 -2.483 -0.6275
C -0.154 1.389 -2.212 -0.2532
C -1.397 0.815 -2.926 -0.0920
O -2.636 1.374 -2.488 -0.5508
C -2.962 2.623 -3.082 -0.2438
H -1.851 6.547 -3.076 0.1932
H -1.047 5.361 -2.041 0.1556
H -0.103 6.676 -2.809 0.1727
H 1.279 5.078 -3.518 0.1772
H 0.897 4.717 -5.203 0.1867
H 1.472 2.613 -4.148 0.1948
H -0.255 2.637 -4.549 0.1706
H -0.569 3.370 -2.185 0.3509
H -0.324 1.316 -1.130 0.1971
H 0.710 0.754 -2.436 0.1961
H -1.449 -0.251 -2.668 0.1949
H -1.315 0.849 -4.015 0.1698
H -2.613 2.699 -4.115 0.1767
H -2.557 3.436 -2.477 0.1556
H -4.049 2.729 -3.077 0.1889
C 0.784 3.197 4.073 -0.2437
O 2.057 2.562 4.110 -0.5548
C 2.287 1.810 5.309 -0.0701
C 2.251 0.299 5.026 -0.2435
N 0.894 -0.159 4.712 -0.6286
C 0.836 -1.510 4.144 -0.2486
C 1.579 -1.765 2.814 -0.0953
O 1.005 -1.105 1.684 -0.5630
C 1.376 0.259 1.547 -0.2443
H 0.788 3.915 3.253 0.1931
H -0.008 2.468 3.880 0.1563
H 0.578 3.735 5.003 0.1721
H 1.592 2.086 6.109 0.1768
H 3.296 2.070 5.646 0.1855
H 2.617 -0.241 5.906 0.1924
H 2.935 0.108 4.197 0.1697
H 0.473 0.480 4.042 0.3494
H -0.227 -1.734 3.983 0.2019
H 1.195 -2.222 4.895 0.1923
H 1.493 -2.838 2.602 0.2239
H 2.651 -1.564 2.882 0.1626
H 2.397 0.451 1.885 0.1801
H 0.666 0.890 2.083 0.1583
H 1.308 0.525 0.489 0.1826
```

Summary:
Net charge = 0
Molar mass = 526.0 g mol⁻¹
SMILES string = O=C(F)NC(=O)c1c(Cl)ccc2nsnc12.COCCNCCOC.COCCNCCOC
Strongest force on any atom = 10.3 eV/Å
HOMO-LUMO gap = 6.448 eV
E_HOMO = -8.6 eV

---

Entry 2:
# C20H33F4I2N2O6S2

A 3-piece molecular cluster, C20H33F4I2N2O6S2 overall at a distorted geometry (ωB97M-V/def2-TZVPD, the Open Molecules 2025 dataset).

XYZ file:
```
69
Properties=species:S:1:pos:R:3:nbo_charge:R:1
C 4.908 0.188 5.324 -0.6908
C 4.393 -0.479 4.066 -0.0695
I 3.665 -2.476 4.333 0.1923
C 4.373 0.080 2.853 -0.3263
I 5.027 2.060 2.538 0.2645
C 3.860 -0.751 1.718 0.2763
N 4.742 -1.579 1.155 -0.4362
C 4.418 -2.412 0.155 0.1067
C 3.154 -2.419 -0.312 -0.2202
C 2.747 -3.383 -1.431 0.9922
F 3.737 -4.255 -1.638 -0.3015
F 1.661 -4.062 -1.032 -0.3009
F 2.439 -2.727 -2.544 -0.2911
C 2.205 -1.559 0.258 0.5359
F 0.977 -1.607 -0.189 -0.2562
C 2.543 -0.695 1.297 -0.0713
C 1.611 0.255 2.024 -0.4435
C 0.389 0.779 1.210 -0.4017
C -0.935 0.259 1.827 -0.4102
C -1.039 -1.271 1.949 -0.4226
C -2.039 -1.750 3.048 -0.2157
N -1.299 -2.048 4.301 -0.8148
H 5.271 -0.608 5.986 0.2464
H 5.754 0.853 5.138 0.2493
H 4.063 0.671 5.827 0.2568
H 5.693 -1.604 1.511 0.4537
H 5.204 -3.062 -0.217 0.2666
H 1.255 -0.171 2.972 0.2461
H 2.216 1.131 2.291 0.2394
H 0.455 0.619 0.131 0.2115
H 0.362 1.867 1.349 0.2352
H -1.742 0.586 1.154 0.2320
H -1.134 0.784 2.774 0.2065
H -0.085 -1.781 2.145 0.1722
H -1.403 -1.667 0.987 0.2078
H -2.828 -1.024 3.255 0.2028
H -2.430 -2.724 2.732 0.1973
H -0.639 -2.795 4.109 0.3418
H -0.747 -1.234 4.565 0.3371
O -0.821 3.096 -0.843 -0.9538
S -0.002 3.933 -1.671 2.3918
O -0.086 5.354 -1.596 -0.9182
O -0.169 3.470 -3.179 -0.7269
C -1.507 3.397 -3.722 -0.0865
C -2.056 4.766 -4.071 -0.6413
C 1.688 3.458 -1.488 -0.8885
H -2.168 2.869 -3.032 0.2141
H -1.441 2.797 -4.628 0.1982
H -2.219 5.366 -3.175 0.2259
H -3.009 4.670 -4.592 0.2276
H -1.356 5.313 -4.704 0.2182
H 1.765 2.378 -1.584 0.2325
H 2.011 3.775 -0.498 0.2466
H 2.277 3.960 -2.252 0.2617
O -3.851 0.790 -2.767 -0.9390
S -3.448 -0.570 -2.959 2.3884
O -3.622 -1.233 -4.211 -0.9233
O -4.080 -1.462 -1.802 -0.7263
C -5.509 -1.411 -1.609 -0.0784
C -6.257 -2.212 -2.656 -0.6417
C -1.762 -0.738 -2.465 -0.8926
H -5.849 -0.374 -1.585 0.2015
H -5.697 -1.834 -0.623 0.1965
H -6.158 -1.760 -3.643 0.2281
H -7.318 -2.260 -2.411 0.2238
H -5.860 -3.225 -2.722 0.2181
H -1.632 -0.270 -1.491 0.2439
H -1.152 -0.235 -3.212 0.2516
H -1.512 -1.796 -2.428 0.2502
```

Summary:
Net charge = +1
Molar mass = 791.4 g mol⁻¹
Energy above the lowest of the compared OMol25 structures with the same formula, charge and spin = 0.0000 eV
Strongest force on any atom = 1.8 eV/Å
HOMO-LUMO gap = 6.915 eV
E_HOMO = -11.5 eV

---

Entry 3:
# C20H33HfN8O3S2

C20H33HfN8O3S2 as an isolated structure (ωB97M-V/def2-TZVPD, the Open Molecules 2025 dataset).

XYZ file:
```
67
Properties=species:S:1:pos:R:3:nbo_charge:R:1
Hf -0.393 0.125 -0.431 2.0974
N 1.185 0.717 1.232 -0.8921
C 1.031 2.145 1.614 -0.3059
C -0.464 2.457 1.615 0.6603
O -0.960 3.120 2.499 -0.5790
N -1.098 1.885 0.546 -0.8499
C -2.550 2.084 0.544 -0.3501
C -3.190 1.155 -0.463 0.8098
O -4.344 1.243 -0.787 -0.5861
O -2.355 0.243 -0.986 -0.8926
H 0.913 0.129 2.019 0.4233
H 2.156 0.488 1.039 0.4028
H 1.526 2.760 0.861 0.2174
H 1.447 2.366 2.594 0.2326
H -2.833 3.109 0.297 0.2376
H -2.979 1.881 1.529 0.2518
N -2.803 -3.414 1.070 -0.7454
C -1.815 -2.641 0.621 0.3400
S -1.366 -1.248 1.571 -0.2879
N -1.235 -3.025 -0.503 -0.4083
N -0.287 -2.164 -0.916 -0.3305
C 0.527 -2.544 -1.830 0.0539
C 1.620 -1.639 -2.183 0.1837
C 2.548 -1.964 -3.158 -0.2105
C 3.596 -1.093 -3.404 -0.1092
C 3.685 0.083 -2.674 -0.2449
C 2.698 0.356 -1.747 0.0900
N 1.682 -0.478 -1.501 -0.5661
H -3.267 -3.188 1.932 0.4191
H -3.069 -4.234 0.551 0.4187
H 0.454 -3.528 -2.280 0.2232
H 2.447 -2.895 -3.699 0.2430
H 4.337 -1.329 -4.156 0.2422
H 4.492 0.783 -2.832 0.2455
H 2.703 1.287 -1.192 0.2108
C -0.961 4.819 -1.093 -0.6131
C 0.288 5.276 -1.844 -0.3980
C 0.114 5.461 -3.354 -0.4055
C 0.054 4.179 -4.178 -0.2203
N -1.199 3.437 -4.023 -0.5725
C -1.370 2.263 -3.424 0.4144
S -0.007 1.379 -2.803 -0.2970
N -2.592 1.761 -3.338 -0.5602
C -3.814 2.458 -3.739 -0.2447
C -4.095 2.356 -5.239 -0.4072
C -5.214 3.294 -5.684 -0.4005
C -4.803 4.765 -5.677 -0.6136
H -0.806 4.870 -0.014 0.2233
H -1.222 3.789 -1.332 0.1936
H -1.814 5.459 -1.336 0.2079
H 1.102 4.564 -1.667 0.1887
H 0.616 6.229 -1.426 0.2170
H 0.962 6.029 -3.742 0.2239
H -0.777 6.068 -3.552 0.2032
H 0.870 3.514 -3.907 0.2262
H 0.159 4.415 -5.238 0.2123
H -2.029 3.895 -4.368 0.4135
H -2.689 0.896 -2.819 0.4542
H -3.745 3.500 -3.413 0.1924
H -4.621 2.007 -3.166 0.2550
H -4.351 1.320 -5.468 0.2217
H -3.185 2.581 -5.807 0.1917
H -6.090 3.149 -5.045 0.2076
H -5.519 3.013 -6.693 0.2178
H -4.542 5.115 -4.676 0.1928
H -5.613 5.399 -6.034 0.2310
H -3.945 4.928 -6.334 0.1993
```

Summary:
Net charge = +1
Molar mass = 676.2 g mol⁻¹
Energy above the lowest of the compared OMol25 structures with the same formula, charge and spin = 0.0000 eV
Strongest force on any atom = 0.7 eV/Å
HOMO-LUMO gap = 7.249 eV
E_HOMO = -11.3 eV

---

Entry 4:
# C20H33N5O2

One molecule with the formula C20H33N5O2 (ωB97M-V/def2-TZVPD, the Open Molecules 2025 dataset).

XYZ file:
```
60
Properties=species:S:1:pos:R:3:nbo_charge:R:1
C -2.712 1.229 -2.291 -0.6143
C -1.446 0.666 -2.936 -0.2129
N -0.264 1.417 -2.565 -0.4494
C 0.271 2.353 -3.534 -0.2216
C 1.361 1.710 -4.407 -0.2195
N 0.821 0.724 -5.297 -0.1702
C 0.749 -0.608 -5.104 -0.0487
C 0.101 -1.131 -6.200 -0.3591
C -0.182 -0.021 -7.005 -0.0611
N 0.255 1.092 -6.445 -0.2872
C 0.436 1.268 -1.419 0.7142
O 1.451 1.916 -1.212 -0.6683
C -0.084 0.319 -0.352 -0.4882
C 1.110 -0.443 0.240 -0.1440
C 1.633 -1.416 -0.805 0.6891
O 1.346 -1.335 -1.985 -0.6525
N 2.509 -2.327 -0.338 -0.6085
C 2.663 -2.543 1.079 -0.2407
C 1.271 -2.377 1.707 -0.2173
N 0.759 -1.038 1.525 -0.4585
C 1.005 -0.151 2.651 -0.1953
C -0.029 -0.361 3.764 -0.2244
C 0.292 0.518 4.973 -0.3967
C -0.736 0.307 6.081 -0.3917
C -2.143 0.604 5.572 -0.3959
C -2.467 -0.269 4.363 -0.3932
C -1.438 -0.050 3.259 -0.4034
H -2.657 1.172 -1.208 0.2029
H -3.579 0.665 -2.627 0.2122
H -2.845 2.270 -2.574 0.2082
H -1.547 0.718 -4.021 0.2171
H -1.313 -0.387 -2.677 0.2107
H -0.538 2.724 -4.165 0.2086
H 0.722 3.184 -2.985 0.2348
H 2.097 1.236 -3.755 0.2298
H 1.840 2.486 -5.008 0.2212
H 1.134 -1.065 -4.216 0.2520
H -0.130 -2.158 -6.397 0.2243
H -0.677 0.011 -7.956 0.2047
H -0.815 -0.390 -0.725 0.2239
H -0.543 0.918 0.436 0.2364
H 1.935 0.283 0.357 0.2397
H 2.895 -2.984 -0.998 0.4091
H 3.352 -1.803 1.507 0.1910
H 3.065 -3.540 1.258 0.2135
H 0.589 -3.082 1.216 0.1967
H 1.301 -2.611 2.771 0.2088
H 2.019 -0.286 3.063 0.1710
H 0.927 0.880 2.300 0.2037
H -0.004 -1.409 4.081 0.1898
H 1.292 0.287 5.346 0.2044
H 0.285 1.567 4.667 0.1956
H -0.502 0.952 6.930 0.2072
H -0.688 -0.729 6.426 0.1919
H -2.871 0.427 6.367 0.2066
H -2.209 1.656 5.287 0.1927
H -3.467 -0.033 3.991 0.2069
H -2.462 -1.319 4.662 0.1919
H -1.658 -0.685 2.400 0.2220
H -1.479 0.992 2.931 0.1900
```

Summary:
Net charge = 0
Molar mass = 375.5 g mol⁻¹
SMILES string = CCN(CCn1cccn1)C(=O)C[C@@H]1C(=O)NCCN1CC1CCCCC1
Energy above the lowest of the compared OMol25 structures with the same formula, charge and spin = 1.4003 eV
Strongest force on any atom = 0.8 eV/Å
HOMO-LUMO gap = 9.268 eV
E_HOMO = -8.6 eV

---

Q: What is the molar mass in the first record?
A: 526.0 g mol⁻¹

---

Copy entry 4 word for word.
# C20H33N5O2

One molecule with the formula C20H33N5O2 (ωB97M-V/def2-TZVPD, the Open Molecules 2025 dataset).

XYZ file:
```
60
Properties=species:S:1:pos:R:3:nbo_charge:R:1
C -2.712 1.229 -2.291 -0.6143
C -1.446 0.666 -2.936 -0.2129
N -0.264 1.417 -2.565 -0.4494
C 0.271 2.353 -3.534 -0.2216
C 1.361 1.710 -4.407 -0.2195
N 0.821 0.724 -5.297 -0.1702
C 0.749 -0.608 -5.104 -0.0487
C 0.101 -1.131 -6.200 -0.3591
C -0.182 -0.021 -7.005 -0.0611
N 0.255 1.092 -6.445 -0.2872
C 0.436 1.268 -1.419 0.7142
O 1.451 1.916 -1.212 -0.6683
C -0.084 0.319 -0.352 -0.4882
C 1.110 -0.443 0.240 -0.1440
C 1.633 -1.416 -0.805 0.6891
O 1.346 -1.335 -1.985 -0.6525
N 2.509 -2.327 -0.338 -0.6085
C 2.663 -2.543 1.079 -0.2407
C 1.271 -2.377 1.707 -0.2173
N 0.759 -1.038 1.525 -0.4585
C 1.005 -0.151 2.651 -0.1953
C -0.029 -0.361 3.764 -0.2244
C 0.292 0.518 4.973 -0.3967
C -0.736 0.307 6.081 -0.3917
C -2.143 0.604 5.572 -0.3959
C -2.467 -0.269 4.363 -0.3932
C -1.438 -0.050 3.259 -0.4034
H -2.657 1.172 -1.208 0.2029
H -3.579 0.665 -2.627 0.2122
H -2.845 2.270 -2.574 0.2082
H -1.547 0.718 -4.021 0.2171
H -1.313 -0.387 -2.677 0.2107
H -0.538 2.724 -4.165 0.2086
H 0.722 3.184 -2.985 0.2348
H 2.097 1.236 -3.755 0.2298
H 1.840 2.486 -5.008 0.2212
H 1.134 -1.065 -4.216 0.2520
H -0.130 -2.158 -6.397 0.2243
H -0.677 0.011 -7.956 0.2047
H -0.815 -0.390 -0.725 0.2239
H -0.543 0.918 0.436 0.2364
H 1.935 0.283 0.357 0.2397
H 2.895 -2.984 -0.998 0.4091
H 3.352 -1.803 1.507 0.1910
H 3.065 -3.540 1.258 0.2135
H 0.589 -3.082 1.216 0.1967
H 1.301 -2.611 2.771 0.2088
H 2.019 -0.286 3.063 0.1710
H 0.927 0.880 2.300 0.2037
H -0.004 -1.409 4.081 0.1898
H 1.292 0.287 5.346 0.2044
H 0.285 1.567 4.667 0.1956
H -0.502 0.952 6.930 0.2072
H -0.688 -0.729 6.426 0.1919
H -2.871 0.427 6.367 0.2066
H -2.209 1.656 5.287 0.1927
H -3.467 -0.033 3.991 0.2069
H -2.462 -1.319 4.662 0.1919
H -1.658 -0.685 2.400 0.2220
H -1.479 0.992 2.931 0.1900
```

Summary:
Net charge = 0
Molar mass = 375.5 g mol⁻¹
SMILES string = CCN(CCn1cccn1)C(=O)C[C@@H]1C(=O)NCCN1CC1CCCCC1
Energy above the lowest of the compared OMol25 structures with the same formula, charge and spin = 1.4003 eV
Strongest force on any atom = 0.8 eV/Å
HOMO-LUMO gap = 9.268 eV
E_HOMO = -8.6 eV

---

Repeat the fourth record exactly.
# C20H33N5O2

One molecule with the formula C20H33N5O2 (ωB97M-V/def2-TZVPD, the Open Molecules 2025 dataset).

XYZ file:
```
60
Properties=species:S:1:pos:R:3:nbo_charge:R:1
C -2.712 1.229 -2.291 -0.6143
C -1.446 0.666 -2.936 -0.2129
N -0.264 1.417 -2.565 -0.4494
C 0.271 2.353 -3.534 -0.2216
C 1.361 1.710 -4.407 -0.2195
N 0.821 0.724 -5.297 -0.1702
C 0.749 -0.608 -5.104 -0.0487
C 0.101 -1.131 -6.200 -0.3591
C -0.182 -0.021 -7.005 -0.0611
N 0.255 1.092 -6.445 -0.2872
C 0.436 1.268 -1.419 0.7142
O 1.451 1.916 -1.212 -0.6683
C -0.084 0.319 -0.352 -0.4882
C 1.110 -0.443 0.240 -0.1440
C 1.633 -1.416 -0.805 0.6891
O 1.346 -1.335 -1.985 -0.6525
N 2.509 -2.327 -0.338 -0.6085
C 2.663 -2.543 1.079 -0.2407
C 1.271 -2.377 1.707 -0.2173
N 0.759 -1.038 1.525 -0.4585
C 1.005 -0.151 2.651 -0.1953
C -0.029 -0.361 3.764 -0.2244
C 0.292 0.518 4.973 -0.3967
C -0.736 0.307 6.081 -0.3917
C -2.143 0.604 5.572 -0.3959
C -2.467 -0.269 4.363 -0.3932
C -1.438 -0.050 3.259 -0.4034
H -2.657 1.172 -1.208 0.2029
H -3.579 0.665 -2.627 0.2122
H -2.845 2.270 -2.574 0.2082
H -1.547 0.718 -4.021 0.2171
H -1.313 -0.387 -2.677 0.2107
H -0.538 2.724 -4.165 0.2086
H 0.722 3.184 -2.985 0.2348
H 2.097 1.236 -3.755 0.2298
H 1.840 2.486 -5.008 0.2212
H 1.134 -1.065 -4.216 0.2520
H -0.130 -2.158 -6.397 0.2243
H -0.677 0.011 -7.956 0.2047
H -0.815 -0.390 -0.725 0.2239
H -0.543 0.918 0.436 0.2364
H 1.935 0.283 0.357 0.2397
H 2.895 -2.984 -0.998 0.4091
H 3.352 -1.803 1.507 0.1910
H 3.065 -3.540 1.258 0.2135
H 0.589 -3.082 1.216 0.1967
H 1.301 -2.611 2.771 0.2088
H 2.019 -0.286 3.063 0.1710
H 0.927 0.880 2.300 0.2037
H -0.004 -1.409 4.081 0.1898
H 1.292 0.287 5.346 0.2044
H 0.285 1.567 4.667 0.1956
H -0.502 0.952 6.930 0.2072
H -0.688 -0.729 6.426 0.1919
H -2.871 0.427 6.367 0.2066
H -2.209 1.656 5.287 0.1927
H -3.467 -0.033 3.991 0.2069
H -2.462 -1.319 4.662 0.1919
H -1.658 -0.685 2.400 0.2220
H -1.479 0.992 2.931 0.1900
```

Summary:
Net charge = 0
Molar mass = 375.5 g mol⁻¹
SMILES string = CCN(CCn1cccn1)C(=O)C[C@@H]1C(=O)NCCN1CC1CCCCC1
Energy above the lowest of the compared OMol25 structures with the same formula, charge and spin = 1.4003 eV
Strongest force on any atom = 0.8 eV/Å
HOMO-LUMO gap = 9.268 eV
E_HOMO = -8.6 eV